No. 1
Molecular formula: C5H16N2
Method: DFT, the ωB97M-V functional and the def2-TZVPD basis

## Properties
* frontier orbital gap: 6.8 eV
* calculated total energy: -8404.311 eV
* energy above the lowest of the compared OMol25 structures with the same formula, charge and spin: 4.738 eV
* HOMO level: -17.04 eV
* LUMO energy: -10.2393 eV
* 2S+1: 1
* total charge: +2

Last column: natural (NBO) charge in e.
CARTESIAN COORDINATES (ANGSTROEM)
C  2.3123  -0.1942  0.5427  -0.418
C  1.3692  0.5732  -0.2547  0.390
C  0.0737  0.0399  -0.6226  -0.553
C  -1.2591  0.3267  0.3066  -0.353
C  -2.4999  -0.2113  -0.3583  -0.237
N  -3.7656  0.1207  0.4280  -0.672
N  3.7694  -0.2230  0.3827  -0.728
H  2.2379  0.0236  1.6392  0.342
H  2.0371  -1.2588  0.4175  0.276
H  1.5777  1.5497  -0.7036  0.245
H  3.1689  -1.9904  -2.1779  0.074
H  -0.3316  0.4785  -1.5380  0.277
H  0.0184  -1.0548  -0.6855  0.277
H  -1.3064  1.4142  0.3780  0.243
H  -1.0526  -0.1449  1.2756  0.243
H  -2.6552  0.3603  -1.2865  0.241
H  -2.5663  -1.2607  -0.6476  0.259
H  -3.7257  -0.2221  1.3930  0.452
H  -4.5001  -0.4720  0.0253  0.462
H  -4.1194  1.0812  0.4310  0.464
H  4.2179  0.5098  0.9212  0.396
H  4.0497  -0.2205  -0.5870  0.392
H  2.4869  -1.6951  -2.0410  -0.072

No. 2
Molecular formula: C6H13N2
Method: DFT, the ωB97M-V functional and the def2-TZVPD basis

## Properties
* frontier orbital gap: 8.3 eV
* SMILES: C=N/C=C/C[C@H](C)[NH3+]
* calculated total energy: -9403.751 eV
* energy above the lowest of the compared OMol25 structures with the same formula, charge and spin: 3.116 eV
* HOMO level: -11.89 eV
* LUMO energy: -3.6231 eV
* 2S+1: 1
* total charge: +1

Last column: natural (NBO) charge in e.
CARTESIAN COORDINATES (ANGSTROEM)
C  -2.8612  -2.4693  -0.5925  0.018
N  -2.1834  -1.3951  -0.5559  -0.447
C  -1.1942  -1.0061  0.3009  0.002
C  -0.8675  0.3299  0.3986  -0.252
C  0.3074  0.8980  1.0489  -0.482
C  1.4764  0.6257  0.0282  -0.027
C  2.8149  0.8482  0.7868  -0.663
N  1.3601  1.5557  -1.1974  -0.718
H  -3.5915  -2.6000  -1.4188  0.185
H  -2.9093  -3.2817  0.1357  0.162
H  -0.5132  -1.7287  0.5109  0.175
H  -1.4802  1.0292  -0.2188  0.208
H  0.3554  1.9454  1.4516  0.245
H  0.4876  0.3806  1.9456  0.257
H  1.5072  -0.4414  -0.3986  0.238
H  3.6742  0.5510  0.1718  0.230
H  3.0387  0.3410  1.7126  0.270
H  3.1334  1.9600  0.7904  0.216
H  1.6053  2.5320  -0.7963  0.451
H  2.0418  1.2848  -2.0022  0.470
H  0.3584  1.5444  -1.4355  0.460